# C7H7Cl2NO2S2

A 2-piece molecular cluster, C7H7Cl2NO2S2 overall in a non-equilibrium geometry (the ωB97M-V functional and the def2-TZVPD basis, the Open Molecules 2025 dataset).

```
21
Properties=species:S:1:pos:R:3:forces:R:3
Cl 2.373 2.265 0.592 0.260 0.278 -1.793
Cl 0.359 2.283 2.842 -1.386 0.583 0.327
S 0.391 -0.850 2.558 -0.682 -1.012 1.081
S 2.267 2.010 2.512 1.070 0.370 1.384
O -0.630 -0.604 3.525 -0.714 -0.118 -0.831
O 1.326 -2.038 2.816 -1.082 -0.348 -0.586
N 1.833 -0.407 2.791 1.950 0.330 -0.167
C -1.689 -0.078 -0.847 0.623 -0.987 0.253
C 0.636 -0.489 -1.345 -0.034 -0.376 0.555
C -0.648 -0.207 -1.770 0.311 2.074 -0.457
C -0.845 0.315 -3.163 -3.129 -2.419 2.113
C 0.909 -0.742 -0.016 -1.162 0.008 0.095
C -1.473 -0.459 0.431 1.022 -0.321 3.294
C -0.143 -0.731 0.867 -0.925 -0.148 0.291
H 1.475 -0.419 -1.993 0.356 -0.080 -0.816
H -2.270 -0.468 1.207 0.611 0.191 -0.747
H -0.080 0.110 -3.787 2.429 -0.489 -2.113
H -2.669 0.298 -0.967 -0.867 0.261 -1.253
H -1.201 1.275 -3.196 -0.028 2.874 0.207
H 1.855 -0.900 0.421 1.215 -0.079 -0.128
H -1.774 -0.164 -3.478 0.161 -0.591 -0.710
```
Positions in Å, forces in eV/Å.

The value obtained for the total energy is -2192.72602 hartree. As for the SMILES: Cc1ccc([S@]2(=O)=NO2)cc1.ClSCl. Its total charge is 0. The frontier orbital gap is 0.320 hartree.